Molecular formula: C3H9AgBNO
Method: DFT, ωB97M-V with the def2-TZVPD basis set

Summary:
Strongest force on any atom   0.099 Eh/bohr
Charge   +1
Multiplicity   2
LUMO energy (spin up / spin down)   -5.96 / -6.77 eV
Electronic energy   -11460.0723 eV

Each line ends with the Löwdin charge.
Atoms and positions in Å:
1 C -2.0108 -0.4242 -0.3031  -0.136
2 C -0.8840 0.3239 -1.2294  -0.253
3 C 0.4063 0.9202 -0.4131  -0.054
4 B 1.2984 -0.2756 0.3126  -0.513
5 N 1.4142 -0.1906 1.8380  0.099
6 O 1.9416 -1.4103 -0.3785  0.052
7 H -1.5856 -1.1044 0.5494  0.075
8 H -2.6058 -1.1569 -1.0343  0.104
9 H -2.7500 0.3436 0.2340  0.100
10 H -0.5052 -0.4179 -2.0834  0.150
11 H -1.4140 1.2611 -1.7450  0.129
12 H 1.1170 1.3593 -1.2638  0.116
13 H 2.2020 0.4345 2.1252  0.052
14 H 0.5045 0.1719 2.2098  0.071
15 H 1.4486 -2.2796 -0.1644  0.152
16 Ag 1.4228 2.4451 1.3459  0.856

Cartesian forces, eV/Å:
-0.4327 -0.3512 -0.2725
-0.9863 1.2750 0.5310
1.5231 -3.0665 -3.7388
0.2401 -1.5376 -0.0295
-0.4276 1.4321 -1.0961
-3.0117 1.3955 1.6565
-0.4681 1.2376 -1.6338
1.0683 1.7934 1.7848
1.6380 -1.6869 -1.4320
-0.4532 1.7070 1.9314
1.1630 -2.2327 0.8787
-1.4565 -0.0943 1.7454
-0.3597 -1.3023 0.3717
1.0561 -0.3115 -0.0064
1.3811 1.9085 -0.2546
-0.4737 -0.1662 -0.4360